Formula: C38H37N6OSbSe4SiV
Source: the OMol25 dataset
Level of theory: ωB97M-V with the def2-TZVPD basis set

Atoms and positions in Å:
V (1.998443, -0.431251, -0.668114)
N (-0.546138, -0.744592, -4.088541)
C (0.076106, -1.031353, -2.928044)
N (0.749263, -0.175502, -2.242144)
C (0.918884, 1.118639, -2.773767)
N (1.901361, 1.837096, -2.312580)
N (2.620152, 1.162625, -1.393951)
C (3.674003, 1.743385, -0.748245)
C (4.265728, 0.962131, 0.226776)
C (5.422116, 1.327636, 0.988622)
C (5.959535, 0.438183, 1.868801)
C (5.370713, -0.845714, 2.022164)
C (4.247081, -1.141565, 1.284767)
N (3.670213, -0.282045, 0.434661)
C (0.020251, 1.563792, -3.816781)
C (-0.154426, 2.898516, -4.180295)
C (-1.023493, 3.242013, -5.202781)
C (-1.720187, 2.254624, -5.888222)
C (-1.558444, 0.920216, -5.543230)
C (-0.706592, 0.572676, -4.503790)
H (-0.915086, -1.524831, -4.612583)
H (-0.027056, -2.048712, -2.578104)
H (4.016121, 2.743229, -0.994381)
H (5.851026, 2.311467, 0.834519)
H (6.834171, 0.703365, 2.453853)
H (5.789528, -1.580286, 2.696489)
H (3.775541, -2.116811, 1.351043)
H (0.406546, 3.654719, -3.647650)
H (-1.163897, 4.282952, -5.469063)
H (-2.396573, 2.522053, -6.690868)
H (-2.090722, 0.143221, -6.080495)
Se (3.166876, -6.156635, -1.770371)
Sb (1.680875, -4.221425, -1.970905)
Se (0.409817, -1.982968, 0.429660)
Se (3.080053, -2.064831, -1.702050)
Se (0.570303, -4.243692, -4.197344)
O (1.246856, 0.815720, 0.861112)
C (0.982133, 1.036489, 2.019507)
C (1.134135, 0.053568, 3.144478)
C (2.011100, 0.670366, 4.253033)
C (3.130304, 1.584492, 3.713652)
C (2.712497, 3.048664, 3.513691)
C (1.754358, 3.270383, 2.339382)
N (0.620344, 2.341325, 2.387188)
H (1.601861, -0.843580, 2.749103)
H (0.147577, -0.225716, 3.526759)
H (2.465577, -0.150464, 4.809762)
H (1.396621, 1.231448, 4.967312)
H (3.507404, 1.174014, 2.772790)
H (3.968709, 1.567303, 4.413554)
H (3.604247, 3.660996, 3.351875)
H (2.234515, 3.403780, 4.436651)
H (2.268422, 3.106912, 1.388861)
H (1.381684, 4.297763, 2.353737)
H (0.191786, 2.347489, 3.305771)
C (-3.282308, -1.250608, 4.702051)
C (-2.914267, -0.083085, 4.046778)
C (-2.488285, -0.134667, 2.726721)
C (-2.432665, -1.343417, 2.027711)
C (-2.814746, -2.503343, 2.701654)
C (-3.227187, -2.461696, 4.026988)
Si (-1.738301, -1.358337, 0.249930)
C (-2.387380, 0.337890, -0.329125)
C (-1.600014, 1.483393, -0.406219)
C (-2.143741, 2.717060, -0.742475)
C (-3.497792, 2.826278, -1.012396)
C (-4.309411, 1.703700, -0.910004)
C (-3.759903, 0.480621, -0.558769)
C (-2.544314, -2.685837, -0.846444)
C (-2.274329, -4.034296, -0.594815)
C (-2.686079, -5.027207, -1.469008)
C (-3.363713, -4.692217, -2.630929)
C (-3.646543, -3.362931, -2.897623)
C (-3.242671, -2.371099, -2.013569)
H (-3.606819, -1.220009, 5.736003)
H (-2.960979, 0.869775, 4.562896)
H (-2.193074, 0.782481, 2.227826)
H (-2.782226, -3.452500, 2.177842)
H (-3.506209, -3.375667, 4.539273)
H (-0.545940, 1.430991, -0.176624)
H (-1.501225, 3.587233, -0.800091)
H (-3.922429, 3.784021, -1.291179)
H (-5.374190, 1.784867, -1.098579)
H (-4.409895, -0.382401, -0.451848)
H (-1.694614, -4.303144, 0.281486)
H (-2.436475, -6.061037, -1.264914)
H (-3.627345, -5.460742, -3.345885)
H (-4.161470, -3.089597, -3.812504)
H (-3.455683, -1.335755, -2.249431)

Atoms 1-2, force components in eV/Å:
V -1.48 0.30 1.65
N -0.03 0.05 0.02

As for the expectation value of S²: 3.8086. The net charge is -2. The calculation puts the relative energy (zero: lowest compared OMol25 entry of this formula, charge and spin) at 0.000 eV. The HOMO energy (spin up / spin down) is -0.28 / -0.34 eV. For the total energy, the calculation gives -352488.3902 eV. The multiplicity is 4. The strongest force on any atom comes out at 4.32 eV Å⁻¹.



Formula: C30H43AsMnN4PS
Source: the OMol25 dataset
Level of theory: ωB97M-V with the def2-TZVPD basis set

Atoms and positions in Å:
Mn (-0.364224, -0.641040, 0.480191)
N (-1.770200, -4.481748, -1.025390)
C (-1.457021, -3.390356, -0.345501)
S (-0.789801, -2.027393, -1.254032)
N (-1.648503, -3.329119, 0.943517)
N (-1.296254, -2.157646, 1.474886)
C (-1.543334, -1.940364, 2.721305)
C (-1.209588, -0.627200, 3.229389)
C (-1.444767, -0.240705, 4.540493)
C (-1.151285, 1.056543, 4.927792)
C (-0.630267, 1.935858, 3.988598)
C (-0.415994, 1.482960, 2.701724)
N (-0.672715, 0.228262, 2.317915)
H (-1.583838, -4.546874, -2.010985)
H (-2.166840, -5.277116, -0.548937)
H (-2.008602, -2.703066, 3.335346)
H (-1.855331, -0.957081, 5.239064)
H (-1.333940, 1.380396, 5.943466)
H (-0.384083, 2.955278, 4.248549)
H (-0.027196, 2.147896, 1.943286)
C (4.307480, 1.136532, -0.665605)
C (2.887268, 1.119316, -0.106590)
C (2.866535, 1.790791, 1.268143)
C (1.949218, 1.871088, -1.062550)
P (2.156008, -0.622157, 0.008159)
C (2.738859, -1.343752, -1.572370)
C (3.987240, -1.957428, -1.692255)
C (4.420619, -2.453136, -2.910211)
C (3.618345, -2.340173, -4.036622)
C (2.399227, -1.690818, -3.942979)
C (1.967277, -1.190014, -2.724321)
C (2.924661, -1.666986, 1.405688)
C (4.404365, -1.433128, 1.724666)
C (2.145552, -1.365955, 2.691117)
C (2.640819, -3.130876, 1.032373)
H (4.652717, 2.173162, -0.678715)
H (4.353051, 0.752470, -1.681911)
H (5.002430, 0.569778, -0.046054)
H (3.043430, 2.861537, 1.149545)
H (3.641216, 1.399450, 1.925977)
H (1.902922, 1.661771, 1.759735)
H (2.254431, 2.917139, -1.125759)
H (0.910290, 1.837727, -0.714123)
H (1.989033, 1.452912, -2.069493)
H (4.646478, -2.045389, -0.846584)
H (5.393175, -2.921176, -2.983059)
H (3.950363, -2.743535, -4.983683)
H (1.780643, -1.572906, -4.823305)
H (1.026127, -0.663428, -2.679723)
H (4.601936, -0.392078, 1.975469)
H (5.088295, -1.738659, 0.940380)
H (4.649479, -2.031497, 2.604718)
H (2.150990, -0.305708, 2.949796)
H (2.597376, -1.918373, 3.516848)
H (1.122077, -1.721492, 2.602912)
H (3.263197, -3.482796, 0.214847)
H (1.593472, -3.254416, 0.734350)
H (2.821026, -3.769537, 1.899393)
C (-3.722334, -0.129302, 0.177108)
As (-2.178531, 0.918776, -0.381724)
C (-2.611598, 2.581434, 0.542515)
C (-2.664248, 1.303808, -2.279110)
C (-3.921015, 2.102698, -2.390576)
C (-3.876316, 3.498014, -2.362077)
C (-5.037567, 4.247525, -2.433669)
C (-6.269036, 3.614612, -2.548603)
C (-6.324119, 2.229652, -2.612755)
C (-5.161066, 1.480738, -2.525856)
H (-4.639563, 0.402249, -0.070852)
H (-3.688104, -0.294953, 1.254071)
H (-3.718824, -1.094979, -0.327666)
H (-3.600860, 2.902975, 0.225647)
H (-1.896347, 3.370222, 0.312402)
H (-2.626960, 2.407785, 1.616401)
H (-2.762734, 0.323741, -2.745657)
H (-1.818032, 1.824566, -2.726080)
H (-2.916678, 4.000829, -2.301861)
H (-4.985952, 5.327800, -2.405002)
H (-7.179244, 4.196824, -2.592746)
H (-7.274943, 1.729719, -2.740717)
H (-5.219770, 0.399522, -2.592074)

Atoms 1-2, force components in eV/Å:
Mn 0.32 0.14 -0.26
N -0.02 -0.11 -0.14

As for the expectation value of S²: 6.1711. The net charge is +2. The calculation puts the relative energy (zero: lowest compared OMol25 entry of this formula, charge and spin) at 0.157 eV. The HOMO energy (spin up / spin down) is -13.45 / -13.53 eV. For the total energy, the calculation gives -150038.9290 eV. The multiplicity is 5. The strongest force on any atom comes out at 1.23 eV Å⁻¹.



Formula: C2H6O2
Source: the OMol25 dataset
Level of theory: ωB97M-V with the def2-TZVPD basis set

Atoms and positions in Å:
O (1.434582, 0.161828, -0.544797)
C (0.423621, 0.627998, 0.339647)
C (-0.739689, -0.374661, 0.400416)
O (-0.968022, -0.931079, -0.875076)
H (1.212276, 0.488448, -1.425192)
H (0.891334, 0.736492, 1.323134)
H (0.065486, 1.616096, 0.023027)
H (-0.530808, -1.163285, 1.140036)
H (-1.666929, 0.122487, 0.704080)
H (-0.120415, -1.331244, -1.116854)

Atoms 1-2, force components in eV/Å:
O 0.04 0.10 -0.16
C -0.16 0.14 0.20

The net charge is 0. The calculation puts the relative energy (zero: lowest compared OMol25 entry of this formula, charge and spin) at 0.613 eV. The HOMO energy is -10.28 eV. For the total energy, the calculation gives -6265.6420 eV. Its SMILES is OCCO. The strongest force on any atom comes out at 0.31 eV Å⁻¹.



Formula: C51H54NO6P2Pd
Source: the OMol25 dataset
Level of theory: ωB97M-V with the def2-TZVPD basis set

Atoms and positions in Å:
C (-1.383172, -2.358015, 0.760330)
C (-1.045016, -1.417257, 1.896330)
N (-0.421975, -0.159697, 1.383899)
C (1.038072, 0.052615, 1.696079)
C (1.925362, -0.175455, 0.491881)
C (-1.300736, 1.030761, 1.441225)
C (-2.566365, 0.864935, 0.623796)
H (-1.838403, -3.285837, 1.113454)
H (-2.073525, -1.892192, 0.054897)
H (-0.484722, -2.615775, 0.197108)
H (-1.934384, -1.165486, 2.486653)
H (-0.362039, -1.897113, 2.607188)
H (1.156074, 1.073520, 2.072161)
H (1.325788, -0.603364, 2.524249)
H (2.979325, -0.005799, 0.726747)
H (1.830631, -1.196787, 0.117400)
H (1.654015, 0.493986, -0.327080)
H (-1.527653, 1.244319, 2.490555)
H (-0.726481, 1.889132, 1.076085)
H (-3.132765, 1.796647, 0.561687)
H (-2.330367, 0.542422, -0.392093)
H (-3.229291, 0.112243, 1.057581)
C (1.145493, 3.134743, 11.613019)
C (1.934268, 2.001093, 11.716905)
C (2.966605, 1.806772, 10.834250)
C (3.226105, 2.741933, 9.812461)
O (4.227516, 2.574294, 8.851115)
P (4.116020, 1.129228, 8.103567)
O (5.323633, 0.902701, 7.017112)
C (6.463663, 1.631735, 7.408307)
C (7.633694, 0.957076, 7.803879)
C (8.725231, 1.655794, 8.266133)
C (8.692197, 3.035940, 8.326624)
C (7.575205, 3.727300, 7.901221)
C (6.476542, 3.040199, 7.440448)
O (3.814192, -0.120059, 9.113503)
C (4.516275, -1.276259, 8.792247)
C (4.875641, -2.175225, 9.814274)
C (5.619486, -3.300869, 9.538503)
C (6.007222, -3.582414, 8.242988)
C (5.624275, -2.746895, 7.213188)
C (4.888852, -1.616770, 7.481237)
Pd (2.559635, 1.976428, 6.451510)
P (1.084614, 3.858826, 6.707017)
O (0.037729, 3.775700, 7.954020)
C (-0.596168, 4.995244, 8.179101)
C (-1.908358, 5.016948, 8.687869)
C (-2.559506, 6.207150, 8.914723)
C (-1.932207, 7.408883, 8.652869)
C (-0.640861, 7.422650, 8.172918)
C (0.011945, 6.236689, 7.938454)
O (2.187081, 5.082215, 6.699145)
C (2.116528, 5.850213, 5.521981)
C (2.044527, 7.254052, 5.599822)
C (1.912451, 8.024390, 4.467547)
C (1.883182, 7.428173, 3.222342)
C (2.004721, 6.058118, 3.107565)
C (2.125187, 5.282805, 4.235659)
O (0.317977, 3.661517, 5.274179)
C (-1.080519, 3.753667, 5.423744)
C (-1.760128, 4.873561, 4.914572)
C (-3.120851, 5.006806, 5.073132)
C (-3.848283, 4.026987, 5.720393)
C (-3.209615, 2.907438, 6.216140)
C (-1.848757, 2.768726, 6.074696)
C (1.143302, 0.351482, 5.974950)
C (0.933294, -0.728226, 6.893218)
C (-0.030308, -0.584884, 7.914529)
C (-0.292904, -1.623384, 8.770120)
C (0.395115, -2.819196, 8.652864)
C (1.390943, -2.958706, 7.700491)
C (1.666358, -1.932235, 6.831987)
C (2.230335, 0.445252, 5.035434)
C (2.383712, 1.585219, 4.265797)
C (2.433268, 3.901473, 9.753404)
C (1.398508, 4.084847, 10.638822)
H (0.322800, 3.275949, 12.290396)
H (1.739549, 1.277194, 12.494019)
H (3.590203, 0.933121, 10.898667)
H (7.636283, -0.117480, 7.769714)
H (9.600478, 1.123156, 8.601199)
H (9.533541, 3.574366, 8.730734)
H (7.555383, 4.804135, 7.950466)
H (5.589972, 3.565612, 7.134542)
H (4.574913, -1.949724, 10.821603)
H (5.907622, -3.965054, 10.337744)
H (6.613800, -4.449422, 8.034866)
H (5.904085, -2.977201, 6.197948)
H (4.600163, -0.965049, 6.680437)
H (-2.395675, 4.077668, 8.875422)
H (-3.566441, 6.201809, 9.299855)
H (-2.441648, 8.340209, 8.846850)
H (-0.137273, 8.358682, 7.992354)
H (1.023182, 6.244195, 7.593932)
H (2.083423, 7.721702, 6.567711)
H (1.826204, 9.095677, 4.555503)
H (1.776575, 8.033361, 2.337942)
H (2.004411, 5.594338, 2.134652)
H (2.228243, 4.219899, 4.151495)
H (-1.181028, 5.633686, 4.423246)
H (-3.616888, 5.890199, 4.710864)
H (-4.914165, 4.132867, 5.837103)
H (-3.776400, 2.143620, 6.721922)
H (-1.356002, 1.906505, 6.478658)
H (0.376965, 1.127208, 5.923233)
H (-0.519401, 0.366914, 8.033523)
H (-1.030209, -1.501723, 9.544507)
H (0.148907, -3.643725, 9.294216)
H (1.959665, -3.866947, 7.648414)
H (2.442338, -2.053187, 6.096745)
H (2.980278, -0.353611, 4.992780)
H (1.565276, 2.300128, 4.201703)
H (3.207395, 1.705872, 3.567435)
H (2.618084, 4.600734, 8.956725)
H (0.768354, 4.957067, 10.555754)

Atoms 1-2, force components in eV/Å:
C -0.12 -0.26 -0.22
C 0.59 1.08 -0.11

The net charge is +1. The HOMO energy is -9.67 eV. For the total energy, the calculation gives -89588.1757 eV. The strongest force on any atom comes out at 6.81 eV Å⁻¹.



Formula: C24H29N4P
Source: the OMol25 dataset
Level of theory: ωB97M-V with the def2-TZVPD basis set

Atoms and positions in Å:
C (-0.133371, 1.255009, -2.945425)
C (1.070123, 0.758606, -3.714053)
C (2.334185, 1.151361, -3.286260)
N (3.366551, 1.478258, -2.800950)
C (1.025973, -0.193028, -4.735218)
N (0.951793, -1.090599, -5.500568)
C (-1.449329, 1.052796, -3.669780)
C (-1.853286, -0.265989, -3.868073)
C (-3.119038, -0.604386, -4.375250)
C (-3.996842, 0.460496, -4.648714)
C (-3.625137, 1.803389, -4.389640)
C (-2.349316, 2.083673, -3.875017)
H (0.041619, 2.269932, -2.557077)
H (-1.140466, -1.044901, -3.624711)
H (-3.398675, -1.667124, -4.548109)
H (-4.985209, 0.213324, -5.055310)
H (-4.338138, 2.612716, -4.601613)
H (-2.006898, 3.084322, -3.637531)
C (3.877724, 0.001428, 0.289206)
C (3.039037, -1.087234, 0.954977)
C (2.980964, -2.278420, 0.003787)
C (3.700504, -1.549784, 2.242178)
N (1.672620, -0.643732, 1.232315)
P (0.425044, -1.777276, 1.411625)
H (-0.210509, 0.588002, -2.085720)
N (-0.643054, -0.494941, 1.681302)
C (-2.063381, -0.725970, 1.929487)
C (-2.292947, -1.064137, 3.391103)
C (-2.507962, -1.926801, 1.098749)
C (-2.913793, 0.475468, 1.540154)
C (0.035795, 0.598170, 2.262986)
C (1.409509, 0.503594, 2.012401)
C (2.309287, 1.293729, 2.704412)
C (1.826573, 2.204122, 3.652882)
C (0.458186, 2.303520, 3.899017)
C (-0.447098, 1.499847, 3.193781)
H (4.073282, 0.879819, 0.909025)
H (4.855367, -0.456299, 0.081492)
H (3.467634, 0.344654, -0.669610)
H (2.406058, -3.117528, 0.425682)
H (2.551301, -1.998097, -0.968132)
H (4.018550, -2.620725, -0.140414)
H (3.044316, -2.253906, 2.766454)
H (4.637317, -2.051105, 1.980717)
H (3.942368, -0.713873, 2.898091)
H (-2.179705, -0.192336, 4.033648)
H (-3.321812, -1.420501, 3.497396)
H (-1.604693, -1.852910, 3.712443)
H (-2.410210, -1.728453, 0.022633)
H (-1.934700, -2.833768, 1.351429)
H (-3.567642, -2.119639, 1.333262)
H (-2.840489, 0.721038, 0.474711)
H (-3.949340, 0.184466, 1.751146)
H (-2.718615, 1.383427, 2.111374)
H (3.373257, 1.190795, 2.561558)
H (2.528216, 2.821136, 4.210218)
H (0.080093, 2.992568, 4.653603)
H (-1.501584, 1.563778, 3.421917)

Atoms 1-2, force components in eV/Å:
C 0.12 -0.55 -0.29
C 0.76 0.53 -0.67

The net charge is 0. The HOMO energy is -5.38 eV. For the total energy, the calculation gives -40604.8174 eV. The strongest force on any atom comes out at 3.24 eV Å⁻¹.



> Which formula does entry 3 have?

C2H6O2